1.
C34H94AlF2N10O16S2 | wB97M-V/def2-TZVPD

Structure (XYZ):
```
159
C34H94AlF2N10O16S2 wB97M-V/def2-TZVPD
Al 3.24 3.29 0.89
N 1.24 1.55 -0.23
S -0.10 0.95 0.21
O -0.16 -0.50 0.43
O -1.37 1.66 0.06
F 0.28 1.45 1.72
S 0.75 1.32 -1.85
O -0.04 2.40 -2.42
O 0.53 -0.04 -2.35
F 2.24 1.64 -2.45
N 2.37 1.07 4.42
O 2.93 1.73 3.56
O 3.02 0.81 5.39
O 1.21 0.77 4.33
C 3.42 -1.61 -0.53
C 3.34 -1.43 0.90
C 4.55 -1.75 1.75
O 4.44 -1.40 3.11
C 3.58 -2.35 3.83
N 3.08 -0.04 1.08
H 2.65 -1.06 -1.08
H 3.23 -2.62 -0.89
H 4.41 -1.32 -0.87
H 2.43 -1.93 1.24
H 5.41 -1.16 1.41
H 4.82 -2.80 1.62
H 2.54 -2.39 3.52
H 3.59 -2.24 4.92
H 4.02 -3.33 3.62
H 2.87 0.01 2.07
H 2.31 0.26 0.50
C -0.46 5.81 -2.60
C -0.49 5.55 -1.07
C -1.80 4.93 -0.55
O -2.94 5.77 -0.82
C -3.23 6.59 0.30
N 0.60 4.64 -0.68
H 0.49 6.26 -2.90
H -1.15 6.62 -2.80
H -0.75 5.02 -3.28
H -0.38 6.48 -0.52
H -1.75 4.59 0.48
H -1.93 4.04 -1.16
H -2.51 7.30 0.70
H -3.43 6.06 1.23
H -4.05 7.28 0.07
H 0.35 3.84 -1.26
H 1.40 4.98 -1.19
C -6.82 -1.58 -2.88
C -5.59 -1.98 -3.61
C -4.32 -1.37 -3.05
O -4.30 0.00 -3.28
C -3.06 0.51 -2.99
N -5.45 -3.41 -3.44
H -6.73 -1.66 -1.80
H -7.69 -2.20 -3.08
H -7.12 -0.54 -3.04
H -5.79 -1.79 -4.66
H -3.49 -1.83 -3.58
H -4.22 -1.65 -2.00
H -2.84 0.46 -1.92
H -3.04 1.58 -3.22
H -2.28 0.09 -3.62
H -6.26 -3.96 -3.67
H -4.81 -3.81 -4.11
C -2.95 2.64 2.57
C -2.54 3.23 3.94
C -3.12 2.29 4.99
O -2.86 2.65 6.33
C -3.50 1.73 7.17
N -1.06 3.27 3.97
H -2.47 1.67 2.42
H -2.48 3.31 1.85
H -4.03 2.69 2.44
H -2.82 4.27 4.07
H -2.68 1.33 4.74
H -4.20 2.33 4.80
H -4.53 1.45 6.98
H -3.57 1.99 8.23
H -3.04 0.74 7.11
H -0.66 2.35 3.92
H -0.74 3.78 4.78
C -1.72 -3.12 2.86
C -1.22 -1.91 3.70
C -1.09 -2.26 5.23
O -2.22 -3.00 5.71
C -2.46 -2.85 7.16
N 0.09 -1.53 3.21
H -2.73 -3.39 3.14
H -1.08 -3.99 3.00
H -1.76 -2.96 1.78
H -1.93 -1.09 3.60
H -1.01 -1.31 5.76
H -0.17 -2.78 5.48
H -1.59 -3.20 7.71
H -3.31 -3.47 7.45
H -2.67 -1.81 7.41
H -0.11 -1.23 2.27
H 0.32 -0.66 3.67
C -0.91 -7.41 -2.24
C -0.09 -6.54 -3.08
C 0.00 -5.02 -2.68
O 0.41 -4.87 -1.35
C 0.14 -3.63 -0.74
N 1.18 -7.14 -3.10
H -0.81 -7.40 -1.15
H -0.78 -8.46 -2.49
H -1.96 -7.18 -2.38
H -0.55 -6.61 -4.07
H -0.92 -4.45 -2.83
H 0.64 -4.51 -3.40
H 0.45 -2.82 -1.40
H 0.71 -3.56 0.19
H -0.93 -3.49 -0.60
H 1.49 -7.18 -2.14
H 1.86 -6.48 -3.46
C 7.88 0.78 1.65
C 6.81 1.67 1.03
C 6.36 1.20 -0.36
O 5.39 2.03 -0.98
C 5.28 1.74 -2.41
N 5.69 1.64 1.87
H 8.79 1.01 1.10
H 7.56 -0.26 1.58
H 8.10 1.08 2.68
H 7.28 2.65 0.99
H 5.98 0.18 -0.39
H 7.23 1.11 -1.01
H 5.23 0.66 -2.55
H 6.14 2.14 -2.94
H 4.40 2.23 -2.82
H 5.42 0.69 2.10
H 6.12 1.91 2.74
C 3.53 -0.07 -6.77
C 3.13 0.67 -5.49
C 1.96 1.54 -5.75
O 0.81 0.67 -5.83
C -0.32 1.39 -6.14
N 2.99 -0.33 -4.44
H 2.84 -0.69 -7.34
H 4.44 -0.65 -6.60
H 3.71 0.69 -7.53
H 4.00 1.27 -5.22
H 2.00 2.17 -6.64
H 1.79 2.16 -4.88
H -1.26 0.85 -6.15
H -0.29 1.85 -7.13
H -0.40 2.21 -5.42
H 2.03 -0.62 -4.46
H 2.94 0.24 -3.60
C -4.01 -1.14 0.89
C -4.92 0.05 0.55
O -6.19 -0.14 1.13
H -4.31 -2.01 0.30
H -4.11 -1.42 1.94
H -2.97 -0.97 0.64
H -4.95 0.17 -0.54
H -4.48 0.99 0.88
H -6.65 0.67 0.88
```

Summary:
relative energy (zero: lowest compared OMol25 entry of this formula, charge and spin): 581.6 kJ/mol
E_HOMO: -10.7 eV
total charge: +1
2S+1: 1
orbital gap: 1.40 eV

2.
C34H94BrF9NO21S | wB97M-V/def2-TZVPD

Structure (XYZ):
```
161
C34H94BrF9NO21S wB97M-V/def2-TZVPD
C 3.45 -6.38 -0.10
C 2.64 -5.04 0.24
C 2.93 -3.78 -0.72
Br 4.04 -4.40 -2.24
C 3.53 -2.49 0.06
S 5.35 -2.64 0.43
O 5.73 -4.09 0.63
O 6.06 -2.22 -0.84
C 6.00 -1.48 1.75
F 5.36 -0.21 1.76
F 7.31 -1.16 1.30
C 6.25 -2.09 3.20
F 7.01 -3.28 3.16
F 7.14 -1.17 3.82
C 5.01 -2.19 4.19
F 5.53 -1.89 5.48
F 3.99 -1.27 4.00
C 4.34 -3.63 4.35
F 4.46 -4.48 3.27
F 4.89 -4.28 5.46
F 2.95 -3.50 4.61
C 2.62 -2.09 1.31
C 1.07 -1.81 0.95
C 0.13 -3.11 1.21
C 0.57 -0.76 2.08
N 0.85 -1.26 -0.40
O -0.29 -0.66 -0.54
C 2.00 -0.50 -0.94
C 2.22 0.94 -0.25
C 1.61 -0.16 -2.48
C 3.40 -1.26 -0.99
H 4.58 -6.27 -0.08
H 3.19 -7.12 0.74
H 3.09 -6.89 -1.06
H 1.53 -5.32 0.11
H 2.74 -4.80 1.35
H 1.92 -3.49 -1.18
H 2.65 -2.84 2.17
H 3.00 -1.07 1.67
H -0.06 -3.70 0.25
H -0.84 -2.71 1.67
H 0.59 -3.76 2.04
H 1.26 0.14 2.18
H -0.53 -0.50 1.98
H 0.67 -1.32 3.08
H 1.22 1.43 0.01
H 2.83 0.84 0.70
H 2.81 1.59 -0.99
H 2.53 0.03 -3.12
H 0.85 0.69 -2.49
H 1.07 -1.09 -2.86
H 4.18 -0.49 -0.64
H 3.71 -1.55 -2.05
C 2.80 -3.12 -5.53
O 2.21 -2.14 -4.69
H 3.78 -3.39 -5.13
H 2.17 -4.01 -5.55
H 2.92 -2.72 -6.54
H 1.35 -1.92 -5.07
C 3.34 4.00 2.32
O 2.89 2.69 2.62
H 2.49 4.61 2.03
H 3.80 4.43 3.21
H 4.06 3.96 1.51
H 3.66 2.17 2.87
C -3.17 -2.29 -2.55
O -1.81 -1.92 -2.64
H -3.35 -3.15 -3.20
H -3.41 -2.57 -1.52
H -3.80 -1.46 -2.87
H -1.68 -1.16 -2.05
C -3.74 1.11 -1.57
O -2.55 1.88 -1.47
H -4.58 1.78 -1.74
H -3.67 0.42 -2.42
H -3.90 0.55 -0.65
H -1.82 1.25 -1.33
C -6.31 2.38 -4.17
O -4.94 2.75 -4.25
H -6.48 1.52 -4.82
H -6.55 2.10 -3.14
H -6.94 3.21 -4.48
H -4.81 3.50 -3.66
C 3.54 6.53 -0.47
O 4.87 6.31 -0.04
H 2.90 6.66 0.40
H 3.50 7.44 -1.09
H 3.19 5.67 -1.05
H 5.42 6.20 -0.83
C -1.32 4.30 0.32
O -0.12 4.94 0.75
H -1.22 4.04 -0.73
H -1.48 3.39 0.91
H -2.16 4.98 0.45
H -0.23 5.16 1.68
C 10.38 -1.47 2.59
O 10.73 -1.85 3.91
H 11.29 -1.39 1.99
H 9.72 -2.23 2.15
H 9.87 -0.51 2.61
H 9.92 -1.92 4.42
C -10.14 3.30 -2.90
O -8.77 3.68 -2.98
H -10.31 2.45 -3.56
H -10.38 3.02 -1.87
H -10.77 4.13 -3.21
H -8.65 4.43 -2.39
C -3.77 0.04 3.22
O -2.40 0.42 3.14
H -3.93 -0.82 2.57
H -4.02 -0.23 4.25
H -4.40 0.87 2.89
H -2.28 1.18 3.73
C -14.05 4.05 -4.52
O -13.28 4.17 -3.34
H -13.47 3.51 -5.27
H -14.97 3.50 -4.32
H -14.30 5.05 -4.91
H -13.82 4.65 -2.69
C -0.35 -5.36 -4.52
O -0.41 -4.50 -3.39
H 0.28 -6.22 -4.27
H -1.36 -5.72 -4.77
H 0.08 -4.83 -5.37
H -0.98 -3.75 -3.64
C 6.96 4.35 1.99
O 6.51 3.03 2.29
H 6.11 4.96 1.70
H 7.43 4.78 2.88
H 7.69 4.31 1.17
H 7.28 2.51 2.55
C -5.91 3.68 1.88
O -4.58 3.45 2.32
H -6.55 3.81 2.75
H -5.95 4.58 1.27
H -6.26 2.82 1.30
H -4.04 3.34 1.53
C -1.38 -4.84 4.07
O -2.18 -3.84 3.46
H -0.65 -5.19 3.34
H -0.86 -4.42 4.94
H -2.01 -5.68 4.38
H -2.82 -3.54 4.12
C 1.96 -0.21 -8.60
O 3.28 -0.42 -8.13
H 1.30 -0.08 -7.74
H 1.93 0.68 -9.22
H 1.63 -1.08 -9.18
H 3.84 -0.54 -8.90
C 6.02 -1.74 8.41
O 5.94 -0.86 9.53
H 6.65 -2.58 8.67
H 5.02 -2.09 8.14
H 6.46 -1.21 7.56
H 5.38 -0.12 9.27
C -13.67 3.91 0.29
O -14.48 4.92 -0.32
H -12.94 3.56 -0.44
H -13.15 4.33 1.15
H -14.30 3.08 0.60
H -15.11 5.21 0.35
```

Summary:
<S²>: 0.7541
E_HOMO (spin up / spin down): -8.8 / -9.7 eV
2S+1: 2
orbital gap (spin up / spin down): 8.71 / 9.39 eV

Max |F|, respectively: 10.0; 8.6 eV/Å.